No. 1
DFT (ωB97M-V with the def2-TZVPD basis set) results for C44H81AlBrN2O9S2 as an isolated structure.

Summary:
Spin multiplicity = 1
Highest occupied orbital energy = -5.2 eV
Total charge = -1
Total energy = -166656.5373 eV

```
140
Properties=species:S:1:pos:R:3:mulliken_charge:R:1
C -1.4675 1.7877 2.3070 -0.019
O -2.6136 1.0513 1.9568 0.181
C -3.5021 0.8530 3.0294 -0.607
C -3.0056 -0.1138 4.1398 -0.504
C -2.0293 -1.2058 3.6654 0.263
C -2.4590 -1.9718 2.3905 -0.054
C -1.2146 -2.5277 1.6379 0.584
C -1.3547 -2.5886 0.1067 -1.576
C -1.8508 -1.2452 -0.5381 0.722
C -0.9021 -0.8697 -1.7020 -0.929
Al -1.2867 0.9334 -2.5836 -0.930
Br -2.8459 2.2592 -1.3490 -0.492
C 0.5274 1.8634 -2.7891 1.223
C 0.7159 3.0225 -1.7727 0.064
C 2.1533 3.2335 -1.2140 -0.736
S 3.4711 2.5882 -2.2900 0.044
C 4.8565 2.2594 -1.1850 -0.095
S 5.9863 3.4064 -1.0225 -0.205
N 5.0612 1.0230 -0.4624 0.416
C 3.9376 0.6427 0.3902 0.080
C 4.2189 0.5009 1.7278 0.057
C 3.2673 0.1079 2.6445 -1.344
C 1.9847 -0.1343 2.2128 -0.116
C 1.6659 0.0069 0.8843 -0.255
C 2.6426 0.3754 -0.0139 -0.378
C 5.3955 -0.1006 -1.3347 0.039
C 4.6424 -0.5397 -2.4102 0.171
C 5.0835 -1.6389 -3.1028 -0.900
C 6.2177 -2.3283 -2.7662 -0.439
C 6.9794 -1.8801 -1.7040 -0.593
C 6.5470 -0.7743 -1.0105 -0.117
C -1.9549 0.4623 -4.4786 -0.656
C -0.9667 -0.4817 -5.0991 0.597
C 0.4139 0.0049 -5.5231 -0.585
N -1.1934 -1.7302 -5.3027 -0.853
H -1.0259 2.1373 1.3659 -0.503
H -1.6855 2.6810 2.9119 0.485
H -0.7029 1.1661 2.7954 -0.056
H -4.4827 0.5123 2.6820 0.013
H -3.6682 1.8418 3.4947 0.526
H -3.8736 -0.5303 4.6637 0.489
H -2.4735 0.5016 4.8816 -0.113
H -1.0142 -0.8049 3.5763 -0.679
H -1.9749 -1.9452 4.4774 0.566
H -3.1457 -1.4096 1.7554 -0.225
H -3.0144 -2.8540 2.7422 0.400
H -1.0684 -3.5526 2.0079 0.125
H -0.3168 -1.9819 1.9580 -0.295
H -0.3544 -2.7850 -0.2971 0.461
H -1.9811 -3.4412 -0.1865 0.429
H -1.7512 -0.4851 0.2411 -0.482
H -2.8688 -1.3692 -0.9182 0.325
H -0.8857 -1.6355 -2.4914 0.827
H 0.1391 -0.8107 -1.3409 0.156
H 0.5145 2.3137 -3.7889 0.118
H 1.2630 1.0601 -2.7062 -0.888
H 0.0918 2.7986 -0.8951 -0.692
H 0.3131 3.9515 -2.1833 0.484
H 2.3227 4.3142 -1.1216 0.593
H 2.2116 2.8607 -0.1890 0.371
H 5.2353 0.6736 2.0737 0.448
H 3.5731 -0.0127 3.6787 0.446
H 1.2154 -0.4442 2.9176 0.401
H 0.6544 -0.1686 0.5299 0.359
H 2.3821 0.4540 -1.0641 -0.059
H 3.7332 -0.0191 -2.6831 0.152
H 4.5042 -2.0181 -3.9420 0.398
H 6.5528 -3.2137 -3.2976 0.384
H 7.8996 -2.3540 -1.3775 0.369
H 7.1368 -0.4177 -0.1700 0.365
H -2.9000 -0.0922 -4.3974 0.375
H -2.0798 1.3534 -5.1083 0.367
H 0.6719 -0.3359 -6.5264 0.506
H 1.1355 -0.3190 -4.7668 -0.091
H 0.4168 1.0990 -5.5445 -0.128
H -2.1478 -1.9224 -4.9868 0.307
C 1.5061 -8.4045 3.4475 -0.676
O 2.6563 -7.5855 3.5588 -0.375
C 2.8571 -6.7546 2.4220 -0.600
C 2.3685 -5.3409 2.6619 -0.457
O 0.9609 -5.2933 2.8390 -0.294
C 0.5826 -5.2167 4.2023 -0.894
H 1.2673 -8.7824 4.4414 0.245
H 0.6454 -7.8500 3.0675 0.262
H 1.7114 -9.2552 2.7881 0.327
H 2.3743 -7.1849 1.5394 0.342
H 3.9349 -6.7249 2.2344 0.367
H 2.6008 -4.7365 1.7798 0.362
H 2.8812 -4.8936 3.5193 0.361
H 0.7265 -4.1952 4.5715 0.270
H 1.1511 -5.9121 4.8244 0.501
H -0.4752 -5.4685 4.2757 0.233
C 3.9643 3.6933 -9.1035 -0.673
O 2.8846 4.2446 -9.8389 -0.384
C 1.9802 3.2599 -10.3180 -0.492
C 0.7498 3.1479 -9.4398 -0.590
O 1.0720 2.6726 -8.1446 -0.242
C 1.1589 3.7135 -7.1825 -0.784
H 4.4346 4.5011 -8.5442 0.246
H 3.6303 2.9287 -8.3995 0.259
H 4.7039 3.2617 -9.7874 0.320
H 2.4780 2.2894 -10.4089 0.310
H 1.6684 3.5730 -11.3200 0.373
H 0.0659 2.4198 -9.8879 0.374
H 0.2267 4.1079 -9.3814 0.365
H 0.1531 4.0276 -6.8843 0.331
H 1.7127 4.5754 -7.5616 0.457
H 1.6768 3.3242 -6.3065 0.116
C 0.6892 3.1422 9.8744 -0.709
O 0.8401 3.6841 8.5749 -0.376
C 1.2692 2.7235 7.6188 -0.745
C 0.1161 2.2015 6.7871 -0.098
O -0.8156 1.4657 7.5683 -0.388
C -1.9535 2.2334 7.9203 -0.772
H 0.1004 3.8449 10.4633 0.246
H 0.1725 2.1800 9.8580 0.303
H 1.6696 3.0214 10.3486 0.319
H 1.7963 1.8991 8.1094 0.361
H 1.9778 3.2278 6.9551 0.387
H 0.5096 1.5142 6.0316 0.204
H -0.3865 3.0202 6.2628 0.340
H -2.6309 2.3091 7.0628 0.290
H -1.6834 3.2364 8.2585 0.359
H -2.4715 1.7215 8.7308 0.268
C -7.6594 -1.0654 0.8907 -0.782
O -6.7632 0.0238 0.9845 -0.411
C -5.8263 0.0673 -0.0937 0.854
C -6.2307 1.0664 -1.1567 -0.646
O -7.4439 0.6882 -1.8107 -0.409
C -8.5736 1.3775 -1.3163 -0.709
H -8.4956 -0.8711 1.5635 0.242
H -8.0474 -1.1890 -0.1232 0.371
H -7.1632 -1.9910 1.2055 0.298
H -5.6937 -0.9286 -0.5282 0.240
H -4.8665 0.3808 0.3275 -0.467
H -5.4497 1.0951 -1.9169 0.138
H -6.3202 2.0699 -0.7304 0.377
H -8.6039 2.3949 -1.7237 0.308
H -8.5790 1.4250 -0.2243 0.302
H -9.4651 0.8426 -1.6460 0.249
```



No. 2
DFT (ωB97M-V with the def2-TZVPD basis set) results for a 11-piece molecular cluster, C44H83N5O12S6 overall.

Summary:
Spin multiplicity = 1
Highest occupied orbital energy = -9.5 eV
SMILES string = O=S1(=O)CCCC1.O=S1(=O)CCCC1.O=S1(=O)CCCC1.O=S1(=O)CCCC1.O=S1(=O)CCCC1.O=S1(=O)CCCC1.CCCC#N.CCCC#N.CCCC#N.CCCC#N.CCCC#N
ΔE to the lowest compared entry with this formula, charge and spin = 3.9719 eV
Total energy = -143999.5998 eV

```
150
Properties=species:S:1:pos:R:3:mulliken_charge:R:1
C -13.6115 21.1454 -1.2121 -0.382
C -14.0062 20.1113 -0.1424 0.430
C -14.5686 18.7499 -0.7399 -0.711
S -15.1687 19.3454 -2.3795 1.104
O -16.5866 19.1646 -2.5415 -0.636
O -14.1961 18.7898 -3.3437 -0.665
C -14.7797 21.1262 -2.1507 -0.886
H -12.7214 20.7989 -1.7372 0.404
H -13.4117 22.1131 -0.7519 -0.044
H -14.8419 20.4812 0.4516 -0.089
H -13.1720 19.9830 0.5473 -0.132
H -15.4330 18.4469 -0.1491 0.331
H -13.7941 17.9830 -0.7326 0.386
H -15.6687 21.5086 -1.6491 0.361
H -14.6539 21.5958 -3.1263 0.510
C -15.2784 29.4398 0.2303 -0.688
C -15.3395 29.1064 1.7197 -0.501
C -14.3614 27.9765 1.9959 -1.055
S -12.8709 28.1919 0.8467 1.007
O -12.7341 27.0358 -0.0226 -0.556
O -11.7771 28.7701 1.6360 -0.533
C -13.7870 29.5688 -0.1191 -0.831
H -15.8182 30.3482 -0.0370 0.378
H -15.8466 28.7397 -0.3823 0.327
H -16.3566 28.7775 1.9330 0.326
H -15.0634 29.9972 2.2839 0.226
H -14.7182 27.0654 1.5155 0.519
H -14.0445 27.5971 2.9674 0.594
H -13.5777 29.6170 -1.1878 0.457
H -13.3494 30.5092 0.2160 0.376
C -8.1391 21.8584 6.2593 -0.180
C -7.1586 22.3079 5.1941 1.101
C -6.2069 23.4257 5.7690 -0.145
S -6.0585 22.9119 7.5296 1.168
O -6.4255 24.0032 8.3805 -0.606
O -4.7653 22.2772 7.7484 -0.734
C -7.3098 21.5968 7.5166 -1.146
H -8.6050 20.9045 6.0119 0.372
H -8.8985 22.5678 6.5881 -0.106
H -7.7984 22.6534 4.3821 -1.271
H -6.4799 21.5485 4.8059 0.499
H -6.7447 24.3694 5.6782 -0.486
H -5.2439 23.5239 5.2678 0.594
H -7.6761 21.6405 8.5422 0.502
H -6.6335 20.7464 7.4290 0.430
C -8.4907 27.5149 3.8361 0.879
C -8.8502 28.6361 2.8432 -0.226
C -7.6599 29.6523 3.1233 -1.002
S -6.1136 28.6129 3.0952 1.126
O -5.2349 28.8994 4.2110 -0.633
O -5.5820 28.6450 1.7646 -0.661
C -7.0945 27.0708 3.4220 -0.157
H -9.2231 26.7077 3.8410 -0.772
H -8.4948 27.8791 4.8635 -0.075
H -9.7500 29.1164 3.2276 -0.122
H -8.9168 28.2891 1.8120 0.446
H -7.7168 29.9960 4.1562 0.285
H -7.3123 30.4217 2.4340 0.567
H -6.5084 26.3949 4.0447 0.215
H -7.1347 26.5311 2.4758 -0.015
C -15.7518 21.2619 4.9298 -0.637
C -16.6342 20.1423 5.4560 -0.709
C -17.8874 20.0955 4.5530 -0.842
S -17.4529 20.5904 2.8793 1.177
O -18.3833 21.6741 2.4333 -0.717
O -17.2048 19.4524 1.9935 -0.620
C -15.8096 21.3163 3.3413 -0.180
H -14.7164 21.0950 5.2268 0.373
H -16.2052 22.1610 5.3473 0.433
H -16.8286 20.3125 6.5150 0.428
H -16.1307 19.1762 5.4897 0.219
H -18.5622 20.8846 4.8847 0.378
H -18.6389 19.3084 4.6140 0.503
H -15.7573 22.2125 2.7231 0.526
H -14.9967 20.6234 3.1238 -0.294
C -9.9330 23.9873 1.4450 -0.405
C -9.8726 23.7820 2.9736 -0.087
C -11.2091 24.0806 3.5846 -0.364
S -12.4930 23.7968 2.2706 0.715
O -13.3176 24.9863 2.1059 -0.573
O -13.1255 22.5153 2.5079 -0.261
C -11.2323 23.5104 0.9333 -0.854
H -9.1184 23.5669 0.8552 0.367
H -9.9619 25.0652 1.2858 0.010
H -9.0869 24.4106 3.3926 0.228
H -9.5607 22.7760 3.2544 0.068
H -11.3584 25.1562 3.6786 -0.611
H -11.4915 23.5513 4.4946 0.724
H -11.6032 24.0134 0.0403 0.545
H -11.2108 22.4231 0.8593 0.268
C -3.7547 21.4376 0.6804 -1.201
C -5.2087 21.2212 1.1732 -0.734
C -5.9268 22.5512 1.4765 0.847
C -5.2904 23.5550 2.2619 0.167
N -4.7848 24.3950 2.8414 -0.540
H -3.7989 22.1788 -0.1176 0.309
H -3.3284 20.5755 0.1674 0.387
H -3.0874 21.7630 1.4785 0.317
H -5.0824 20.5827 2.0475 0.297
H -5.8099 20.5574 0.5519 0.434
H -6.9297 22.4028 1.8769 -0.373
H -6.0491 23.0260 0.5030 0.133
C -10.5005 25.8711 -2.4926 -0.649
C -9.1134 25.9308 -3.1781 -0.588
C -8.0986 24.9142 -2.7420 -0.563
C -7.7588 25.1780 -1.3076 0.235
N -7.4357 25.4013 -0.2742 -0.340
H -11.0735 24.9987 -2.8068 0.307
H -11.1025 26.7584 -2.6884 0.343
H -10.4309 25.8221 -1.4059 -0.043
H -8.6898 26.9216 -3.0142 0.328
H -9.1526 25.8968 -4.2668 0.366
H -7.1859 24.8632 -3.3358 0.373
H -8.4718 23.8918 -2.8010 0.288
C -9.6270 25.3754 6.8467 -0.418
C -9.3386 26.6275 7.5744 -0.500
C -7.9281 26.7400 8.2643 -0.612
C -6.7997 26.8307 7.3296 0.314
N -5.9255 26.9095 6.5361 -0.484
H -9.5198 24.4941 7.4790 0.535
H -9.0139 25.1645 5.9706 -0.204
H -10.6923 25.2869 6.6335 0.437
H -10.1133 26.8845 8.2969 0.553
H -9.3739 27.4439 6.8531 -0.136
H -7.6944 25.8544 8.8553 0.316
H -7.8140 27.6011 8.9227 0.460
C -11.4394 19.8301 2.7696 0.120
C -11.9352 18.6075 3.4201 -1.051
C -12.6297 18.8189 4.8035 0.447
C -11.9078 19.4055 5.9422 0.285
N -11.3420 19.8656 6.8379 -0.526
H -12.2269 20.4523 2.3443 -0.568
H -10.7731 19.5758 1.9453 0.617
H -10.8667 20.4187 3.4863 -0.015
H -11.0606 17.9771 3.5804 0.418
H -12.5659 18.0096 2.7622 0.402
H -12.9327 17.8358 5.1637 0.459
H -13.4653 19.4516 4.5042 -0.668
C -12.0669 28.2489 5.5569 -1.036
C -12.4329 29.6202 4.8273 0.278
C -13.4678 30.5554 5.5417 -0.720
C -14.8574 30.0267 5.5832 0.172
N -15.9358 29.6106 5.6822 -0.482
H -12.9823 27.8351 5.9798 0.571
H -11.5059 28.3972 6.4796 0.437
H -11.6973 27.4013 4.9797 -0.106
H -12.8518 29.3122 3.8693 -0.266
H -11.5047 30.1679 4.6643 0.391
H -13.4285 31.4801 4.9660 0.356
H -13.2812 30.8458 6.5756 0.438
```



No. 3
DFT (ωB97M-V with the def2-TZVPD basis set) results for a 11-piece molecular cluster, C44H84N5O21 overall.

Summary:
Spin multiplicity = 1
Highest occupied orbital energy = 1.5 eV
Total charge = -3
Total energy = -97423.1295 eV

```
154
Properties=species:S:1:pos:R:3:mulliken_charge:R:1
C 0.4953 -2.9926 0.3670 -0.310
C 1.7229 -2.0731 0.5115 -0.039
N 1.3713 -0.8242 -0.0330 1.532
C 1.1044 -0.5093 -1.3105 -1.546
C 0.9457 0.8321 -1.4309 -0.313
N 0.8922 1.3539 -0.1352 1.783
C 1.0551 0.2596 0.7036 -1.594
C 0.5888 2.6412 0.3006 -0.620
H -0.4634 -2.5416 0.6231 -0.362
H 0.4783 -3.9293 0.9243 0.610
H 0.2699 -3.2015 -0.6788 -0.120
H 2.4490 -2.5633 -0.1370 -0.164
H 1.9738 -1.9792 1.5681 0.260
H 1.4404 -1.0688 -2.1710 0.667
H 0.9610 1.4876 -2.2891 0.316
H 1.0794 0.3775 1.7768 0.408
H -0.2846 2.5465 0.9458 -0.351
H 0.4346 3.3862 -0.4799 0.282
H 1.4097 3.0373 0.8985 0.182
C 4.4774 -1.4321 -1.5335 -0.682
C 4.0203 -1.2734 -2.7667 0.180
C 3.8363 0.0664 -3.4394 0.809
O 3.3827 0.2336 -4.6240 -0.897
C 4.1096 1.1916 -2.7491 -0.654
C 4.6158 1.1173 -1.3698 0.820
C 4.8882 -0.2909 -0.7274 0.622
O 5.2227 -0.2993 0.4566 -0.669
O 4.9570 2.0473 -0.6548 -0.856
O 3.6648 -2.4306 -3.2742 -0.833
H 4.5929 -2.4129 -1.0963 0.343
H 3.9546 2.1144 -3.2884 0.079
C 2.1399 2.2640 4.0319 -0.290
C 3.3629 2.1215 3.5208 0.145
C 4.6520 2.7796 4.0630 0.126
O 5.8594 2.7731 3.5913 -0.796
C 4.5410 3.6363 5.1352 -0.591
C 3.2210 3.9216 5.6766 0.580
C 1.9620 3.1326 5.1449 0.311
O 0.8956 3.4137 5.7147 -0.795
O 3.0440 4.6815 6.6680 -0.804
O 3.4366 1.4861 2.3697 -0.459
H 1.2465 1.7625 3.6902 0.175
H 5.3862 4.1588 5.5583 0.401
C -3.9802 -2.6453 -0.3826 -1.141
C -3.7467 -1.3604 -1.1889 -0.029
O -3.8554 -0.2353 -0.3725 -0.401
C -3.2636 0.9136 -0.7076 0.729
O -2.4886 0.9826 -1.6499 -0.567
O -3.6164 1.8425 0.1615 -0.269
C -3.2573 3.1078 -0.0212 0.098
H -4.9657 -2.5831 0.0789 0.304
H -3.2419 -2.7294 0.4148 0.051
H -3.9768 -3.6269 -0.8565 0.474
H -4.4471 -1.2839 -2.0205 0.435
H -2.7617 -1.4058 -1.6535 0.113
H -2.1678 3.1354 -0.0076 0.002
H -3.5267 3.7728 0.7994 -0.272
H -3.5873 3.4207 -1.0118 0.453
C -4.4866 -6.2572 2.3177 -0.781
O -4.1297 -5.4214 3.4932 -0.368
C -2.7105 -5.4287 3.7418 -0.736
C -2.2250 -3.9832 4.0832 -0.557
N -2.4467 -2.9913 3.0238 0.169
C -1.9917 -1.6058 3.2885 -1.256
C -2.3559 -0.5216 2.2804 0.264
O -1.4772 0.6493 2.4180 0.732
C -1.7265 1.3779 3.5234 -1.237
H -3.8792 -6.1849 1.4155 0.293
H -5.4858 -6.0924 1.9144 0.285
H -4.4363 -7.2953 2.6463 0.351
H -2.1638 -5.9192 2.9364 0.317
H -2.4952 -6.0821 4.5872 0.440
H -1.1553 -4.1078 4.2514 0.159
H -2.6911 -3.6793 5.0205 0.410
H -3.4326 -2.8711 2.8403 0.213
H -0.9431 -1.7744 3.5338 0.196
H -2.6891 -1.3475 4.0854 0.745
H -3.4336 -0.3632 2.2426 0.484
H -2.0786 -0.9338 1.3102 -0.933
H -1.0292 2.2153 3.5497 0.153
H -1.7554 0.7992 4.4466 0.329
H -2.7407 1.7428 3.3613 0.409
C -6.4576 4.9160 4.5909 -0.797
O -5.0560 4.6809 4.3138 -0.274
C -4.4963 5.5014 3.3444 -0.565
C -2.9395 5.3387 3.4220 0.291
N -2.3698 6.1342 2.3160 -0.468
C -1.0866 5.5445 2.0220 0.616
C -0.4442 6.0104 0.7022 -0.953
O -1.2686 5.5415 -0.4191 -0.206
C -0.7588 5.8377 -1.6753 -0.908
H -7.0761 4.5354 3.7781 0.310
H -6.6647 5.9790 4.7145 0.298
H -6.8144 4.3140 5.4267 0.247
H -4.7156 6.5462 3.5642 0.405
H -4.9046 5.1172 2.4097 0.253
H -2.6020 4.3094 3.3007 -0.581
H -2.4774 5.6154 4.3697 0.436
H -3.0060 6.3164 1.5530 0.351
H -1.1162 4.4603 1.9133 -0.601
H -0.3718 5.7651 2.8147 0.481
H 0.5699 5.6332 0.5699 0.367
H -0.3801 7.0960 0.7759 0.491
H -1.3171 5.3157 -2.4524 0.256
H 0.3062 5.7489 -1.8898 0.295
H -0.9700 6.8993 -1.8036 0.335
C 2.5820 -6.5843 -0.5143 -0.952
O 1.9303 -5.8920 -1.5529 -0.096
C 0.7444 -6.5062 -2.1249 -0.704
C 0.0738 -5.5618 -3.1680 -0.442
N 1.1995 -5.1299 -4.0693 -0.422
C 0.7418 -4.3349 -5.2369 -0.314
C 1.8459 -3.6984 -6.0929 -0.401
O 1.2993 -3.5914 -7.3356 -0.344
C 2.2502 -3.5117 -8.3996 -0.802
H 3.1026 -7.3382 -1.1047 0.367
H 1.9793 -7.0576 0.2608 0.311
H 3.2958 -5.8589 -0.1238 0.230
H -0.0034 -6.7560 -1.3723 0.377
H 1.1283 -7.4304 -2.5567 0.432
H -0.4472 -4.7873 -2.6051 0.053
H -0.6795 -5.9529 -3.8518 0.506
H 1.8405 -4.5272 -3.5733 0.357
H 0.2485 -3.4929 -4.7513 0.036
H 0.1599 -4.9978 -5.8772 0.301
H 2.8327 -4.1583 -6.1444 0.446
H 2.0826 -2.7087 -5.7023 0.173
H 3.1274 -4.1529 -8.3142 0.337
H 2.5833 -2.4804 -8.5158 0.297
H 1.8487 -3.8191 -9.3653 0.278
C 1.9254 -3.3739 4.2457 -0.306
O 3.3160 -3.0097 4.2542 -0.481
H 1.5079 -3.5282 3.2508 -0.121
H 1.8172 -4.3661 4.6839 0.373
H 1.3387 -2.6003 4.7411 0.290
H 3.4730 -3.1641 5.1886 0.304
C 3.5779 4.8949 -2.0333 -0.923
O 3.0737 4.0075 -0.9635 -0.166
H 4.6390 5.0204 -1.8179 0.377
H 3.4176 4.5971 -3.0696 0.241
H 3.2275 5.9254 -1.9757 0.319
H 3.7241 3.3275 -0.7733 0.148
C -1.2016 -0.5939 -4.7754 0.019
O -2.4007 -0.2336 -4.1782 -0.572
H -1.4167 -1.2732 -5.6003 0.277
H -0.5986 0.2730 -5.0454 0.209
H -0.7004 -1.2031 -4.0232 -0.180
H -2.2881 0.4072 -3.4723 0.362
C 2.0490 3.2381 -5.5450 -0.773
O 1.3313 2.4970 -4.6096 -0.427
H 1.8693 4.3003 -5.3792 0.221
H 3.0490 2.8089 -5.6057 0.342
H 1.4988 3.2834 -6.4849 0.286
H 1.8709 1.7073 -4.5272 0.132
```



| no. | gap between HOMO and LUMO (eV) |
| --- | --- |
| 1 | 6.6 |
| 2 | 9.3 |
| 3 | 2.8 |